Formula: C30H22Cl2NO2RuSSi
Source: the Open Molecules 2025 dataset
Level of theory: ωB97M-V/def2-TZVPD

Computed properties:
2S+1: 2
Gap between HOMO and LUMO (alpha / beta), eV: 6.61 / 6.77
ΔE to the lowest compared entry with this formula, charge and spin, kJ/mol: 187.9

Each line ends with the Löwdin spin population.
CARTESIAN COORDINATES (ANGSTROEM)
1 Ru -0.184 -0.161 0.046  0.95
2 S 2.044 0.562 0.692  -0.01
3 C 1.427 0.358 2.305  -0.01
4 C 2.246 0.321 3.434  0.00
5 C 1.668 0.054 4.659  0.00
6 C 0.285 -0.112 4.734  0.00
7 C -0.462 -0.004 3.575  0.00
8 N 0.089 0.207 2.384  0.00
9 H 3.306 0.477 3.313  0.00
10 H 2.283 -0.033 5.545  0.00
11 H -0.199 -0.319 5.676  0.00
12 H -1.541 -0.102 3.584  0.00
13 Cl -5.826 4.471 0.401  0.00
14 C -4.758 3.155 0.103  0.00
15 C -5.280 1.865 0.011  0.00
16 C -4.408 0.808 -0.182  0.00
17 Cl -5.052 -0.784 -0.267  0.00
18 C -3.009 0.971 -0.340  0.00
19 O -2.245 -0.042 -0.518  0.04
20 C -2.517 2.335 -0.296  0.00
21 C -1.149 2.615 -0.511  0.00
22 O -0.236 1.794 -0.798  0.00
23 C -3.410 3.391 -0.043  0.00
24 H -6.341 1.692 0.077  0.00
25 H -0.844 3.663 -0.387  0.00
26 H -3.018 4.394 0.013  0.00
27 C -1.227 -4.428 -4.044  0.00
28 C -1.586 -5.008 -2.839  0.00
29 C -1.194 -4.428 -1.645  0.00
30 C -0.430 -3.266 -1.642  0.00
31 C -0.096 -2.677 -2.858  0.00
32 C -0.485 -3.258 -4.052  0.00
33 Si 0.226 -2.530 -0.004  -0.01
34 C 1.896 -3.410 0.373  -0.01
35 C 3.076 -2.733 0.654  0.00
36 C 4.245 -3.419 0.933  0.00
37 C 4.251 -4.802 0.940  0.00
38 C 3.083 -5.490 0.658  0.00
39 C 1.918 -4.803 0.372  0.00
40 C -1.016 -3.000 1.382  0.02
41 C -0.623 -3.548 2.601  0.01
42 C -1.571 -3.933 3.534  0.00
43 C -2.921 -3.768 3.267  0.00
44 C -3.322 -3.213 2.062  0.00
45 C -2.376 -2.822 1.134  0.01
46 H -1.528 -4.886 -4.975  0.00
47 H -2.167 -5.920 -2.829  0.00
48 H -1.484 -4.879 -0.706  0.00
49 H 0.473 -1.752 -2.857  0.00
50 H -0.205 -2.805 -4.991  0.00
51 H 3.092 -1.651 0.644  0.00
52 H 5.150 -2.871 1.145  0.00
53 H 5.162 -5.342 1.157  0.00
54 H 3.082 -6.570 0.660  0.00
55 H 1.014 -5.348 0.141  0.00
56 H 0.429 -3.694 2.807  0.00
57 H -1.257 -4.378 4.468  0.00
58 H -3.660 -4.074 3.994  0.00
59 H -4.372 -3.092 1.840  0.00
60 H -2.687 -2.387 0.193  0.00

***

Formula: C30H22FeN18OSe
Source: the Open Molecules 2025 dataset
Level of theory: ωB97M-V/def2-TZVPD

Computed properties:
2S+1: 2
Total charge: +1
Gap between HOMO and LUMO (alpha / beta), eV: 6.50 / 7.15

Each line ends with the Löwdin spin population.
CARTESIAN COORDINATES (ANGSTROEM)
1 Fe 0.275 0.656 -0.280  1.03
2 N 1.918 3.605 0.174  0.00
3 C 0.697 3.465 0.746  0.00
4 N 0.201 4.262 1.666  0.00
5 N -1.024 3.741 1.942  0.00
6 N -1.247 2.699 1.239  0.00
7 N -0.157 2.483 0.441  -0.02
8 C 2.299 2.795 -0.851  0.00
9 N 3.370 2.957 -1.587  0.00
10 N 3.317 1.941 -2.490  0.00
11 N 2.281 1.215 -2.304  0.00
12 N 1.582 1.751 -1.262  -0.02
13 H 2.520 4.356 0.468  0.00
14 C -3.775 -1.124 -0.501  0.00
15 C -2.456 -0.750 -0.764  0.00
16 N -1.636 -0.328 0.181  0.00
17 C -2.073 -0.280 1.458  0.00
18 C -3.368 -0.664 1.817  0.00
19 C -4.230 -1.081 0.792  0.00
20 C -3.771 -0.603 3.197  0.00
21 C -2.919 -0.166 4.141  0.00
22 C -1.587 0.254 3.797  0.00
23 C -0.685 0.764 4.743  0.00
24 C 0.548 1.191 4.329  0.00
25 C 0.879 1.085 2.973  0.00
26 N 0.060 0.579 2.073  0.04
27 C -1.163 0.190 2.468  0.00
28 H -4.419 -1.427 -1.314  0.00
29 H -2.062 -0.787 -1.768  0.00
30 H -5.249 -1.362 1.029  0.00
31 H -4.782 -0.893 3.454  0.00
32 H -3.229 -0.092 5.176  0.00
33 H -0.978 0.832 5.784  0.00
34 H 1.260 1.613 5.026  0.00
35 H 1.837 1.438 2.610  0.00
36 Se -0.957 -0.518 -7.966  0.00
37 N -1.359 0.807 -6.854  0.00
38 C -0.911 0.469 -5.678  0.00
39 C -1.093 1.275 -4.473  0.00
40 C -1.709 2.525 -4.479  0.00
41 C -1.897 3.181 -3.283  0.00
42 C -1.471 2.570 -2.108  0.00
43 N -0.859 1.391 -2.104  -0.03
44 C -0.654 0.758 -3.260  0.00
45 C 0.077 -0.499 -3.186  0.00
46 N 0.535 -0.850 -1.981  -0.01
47 C 1.240 -1.968 -1.867  0.00
48 C 1.495 -2.809 -2.946  0.00
49 C 1.008 -2.463 -4.186  0.00
50 C 0.291 -1.276 -4.317  0.00
51 C -0.246 -0.811 -5.596  0.00
52 N -0.172 -1.492 -6.704  0.00
53 H -2.024 2.950 -5.423  0.00
54 H -2.369 4.152 -3.240  0.00
55 H -1.625 3.035 -1.146  0.00
56 H 1.604 -2.199 -0.879  0.00
57 H 2.068 -3.713 -2.802  0.00
58 H 1.173 -3.077 -5.061  0.00
59 C 3.187 -3.139 4.100  0.00
60 N 2.653 -2.428 2.954  0.00
61 C 3.244 -1.221 2.417  0.00
62 C 2.252 -0.882 1.317  0.00
63 O 2.292 0.164 0.654  0.02
64 N 1.310 -1.842 1.233  0.00
65 C 1.557 -2.697 2.238  0.00
66 N 0.743 -3.719 2.498  0.00
67 H 4.273 -3.132 4.049  0.00
68 H 2.858 -4.177 4.097  0.00
69 H 2.874 -2.675 5.038  0.00
70 H 4.245 -1.397 2.016  0.00
71 H 3.298 -0.415 3.151  0.00
72 H -0.046 -3.863 1.893  0.00
73 H 0.884 -4.330 3.280  0.00

***

Formula: C30H22IN2O10PbS2
Source: the Open Molecules 2025 dataset
Level of theory: ωB97M-V/def2-TZVPD

Computed properties:
2S+1: 2
Total charge: -2
Gap between HOMO and LUMO (alpha / beta), eV: 5.91 / 5.82
ΔE to the lowest compared entry with this formula, charge and spin, kJ/mol: 14.8

Each line ends with the Löwdin spin population.
CARTESIAN COORDINATES (ANGSTROEM)
1 Pb -0.280 0.794 -0.904  0.14
2 I -3.317 2.234 -0.790  0.00
3 C -2.435 4.108 -0.508  0.01
4 C -3.271 5.190 -0.540  -0.01
5 C -2.780 6.491 -0.312  0.00
6 C -1.457 6.679 -0.044  0.00
7 C -0.564 5.582 -0.005  0.02
8 C 0.806 5.782 0.292  -0.02
9 C 1.677 4.733 0.347  0.02
10 C 1.226 3.421 0.083  0.03
11 C -0.083 3.229 -0.216  0.46
12 C -1.042 4.258 -0.256  0.06
13 H -4.326 5.046 -0.737  0.00
14 H -3.465 7.329 -0.340  0.00
15 H -1.066 7.672 0.149  0.00
16 H 1.147 6.794 0.478  0.00
17 H 2.722 4.896 0.582  0.00
18 H 1.926 2.592 0.113  0.01
19 O -1.161 0.680 -3.155  0.07
20 N -0.286 0.289 -4.065  0.00
21 C -0.520 -0.895 -4.676  0.00
22 C 0.308 -1.383 -5.646  0.00
23 C 1.437 -0.623 -5.986  0.00
24 C 1.675 0.557 -5.339  0.00
25 C 0.823 1.057 -4.324  0.00
26 S 1.119 2.464 -3.437  0.02
27 H -1.400 -1.393 -4.298  0.00
28 H 0.095 -2.341 -6.099  0.00
29 H 2.134 -0.978 -6.735  0.00
30 H 2.556 1.147 -5.550  0.00
31 O 0.938 1.333 2.825  0.00
32 C -0.114 0.731 2.595  0.00
33 O -0.818 0.737 1.541  0.02
34 C -0.673 -0.148 3.726  0.00
35 C -0.163 -0.017 5.014  0.00
36 C -0.653 -0.790 6.052  0.00
37 C -1.654 -1.708 5.766  0.00
38 C -2.171 -1.872 4.490  0.00
39 C -1.679 -1.074 3.468  0.00
40 N -2.177 -2.536 6.857  0.00
41 O -1.684 -2.413 7.968  0.00
42 O -3.064 -3.334 6.608  0.00
43 H 0.632 0.699 5.171  0.00
44 H -0.278 -0.699 7.060  0.00
45 H -2.938 -2.609 4.306  0.00
46 H -2.058 -1.171 2.458  0.00
47 O -2.308 -2.392 0.495  0.01
48 C -1.406 -2.371 -0.340  0.01
49 O -1.114 -1.409 -1.137  0.08
50 C -0.539 -3.610 -0.525  0.00
51 C 0.582 -3.574 -1.349  0.00
52 C 1.376 -4.704 -1.493  0.00
53 C 1.049 -5.878 -0.825  0.00
54 C -0.074 -5.918 -0.007  0.00
55 C -0.861 -4.785 0.145  0.00
56 H 0.835 -2.659 -1.867  0.00
57 H 2.254 -4.656 -2.126  0.00
58 H 1.671 -6.759 -0.939  0.00
59 H -0.331 -6.832 0.518  0.00
60 H -1.729 -4.781 0.792  0.00
61 C 3.671 -1.889 -0.077  0.00
62 S 3.101 -0.685 -1.261  0.00
63 O 2.759 -1.428 -2.463  0.00
64 O 4.170 0.281 -1.399  0.00
65 O 1.899 -0.128 -0.586  0.05
66 H 4.628 -2.275 -0.426  0.00
67 H 2.938 -2.691 -0.006  0.00
68 H 3.786 -1.397 0.887  0.00

***

Formula: C30H22N4O2PS2V
Source: the Open Molecules 2025 dataset
Level of theory: ωB97M-V/def2-TZVPD

Computed properties:
2S+1: 2
Total charge: +1
Gap between HOMO and LUMO (alpha / beta), eV: 6.18 / 7.25
ΔE to the lowest compared entry with this formula, charge and spin, kJ/mol: 0.0

Each line ends with the Löwdin spin population.
CARTESIAN COORDINATES (ANGSTROEM)
1 V -0.290 0.318 1.144  1.54
2 O -3.927 -0.437 0.812  -0.02
3 C -2.926 0.143 1.149  -0.01
4 N -1.823 -0.400 1.766  -0.11
5 C -1.893 -1.242 2.821  -0.06
6 C -2.983 -1.936 3.346  -0.01
7 C -2.794 -2.676 4.496  -0.05
8 C -1.548 -2.724 5.127  -0.05
9 C -0.459 -2.044 4.621  -0.01
10 C -0.621 -1.282 3.459  -0.06
11 N 0.252 -0.463 2.801  -0.11
12 C 1.561 -0.352 3.192  -0.02
13 O 2.136 -0.958 4.069  -0.05
14 C 2.217 0.684 2.344  0.01
15 C 3.540 1.068 2.501  0.00
16 C 4.052 2.026 1.642  0.01
17 C 3.226 2.536 0.647  0.00
18 C 1.921 2.086 0.553  0.01
19 N 1.418 1.179 1.392  0.00
20 C -2.719 1.624 1.016  0.01
21 C -3.723 2.471 0.576  0.00
22 C -3.469 3.837 0.568  0.01
23 C -2.232 4.284 1.004  0.00
24 C -1.270 3.356 1.394  0.01
25 N -1.507 2.053 1.395  0.00
26 H -3.935 -1.900 2.838  0.00
27 H -3.620 -3.233 4.912  0.00
28 H -1.435 -3.303 6.031  0.00
29 H 0.503 -2.088 5.106  0.00
30 H 4.124 0.615 3.287  0.00
31 H 5.068 2.372 1.747  0.00
32 H 3.596 3.272 -0.050  0.00
33 H 1.260 2.461 -0.223  0.00
34 H -4.660 2.042 0.252  0.00
35 H -4.222 4.532 0.231  0.00
36 H -2.012 5.339 1.031  0.00
37 H -0.288 3.685 1.723  0.00
38 S -0.840 0.807 -1.144  -0.01
39 P 0.337 -0.766 -1.585  0.00
40 S 0.874 -1.592 0.175  -0.01
41 C 1.743 -0.098 -2.533  0.00
42 C 3.021 0.005 -2.003  0.00
43 C 4.002 0.658 -2.732  0.00
44 C 3.705 1.209 -3.969  0.00
45 C 2.427 1.087 -4.498  0.00
46 C 1.443 0.430 -3.786  0.00
47 C -0.494 -1.939 -2.693  0.00
48 C 0.168 -3.124 -2.998  0.00
49 C -0.396 -3.999 -3.907  0.00
50 C -1.609 -3.691 -4.508  0.00
51 C -2.273 -2.519 -4.180  0.00
52 C -1.722 -1.638 -3.266  0.00
53 H 3.246 -0.436 -1.038  0.00
54 H 5.001 0.740 -2.328  0.00
55 H 4.470 1.733 -4.522  0.00
56 H 2.196 1.509 -5.463  0.00
57 H 0.442 0.324 -4.185  0.00
58 H 1.114 -3.348 -2.524  0.00
59 H 0.110 -4.919 -4.155  0.00
60 H -2.033 -4.367 -5.236  0.00
61 H -3.219 -2.286 -4.642  0.00
62 H -2.233 -0.720 -3.001  0.00